{"formula": "C5H12NO", "method": "the ωB97M-V functional and the def2-TZVPD basis", "relative_energy_kj_mol": 183.4, "lumo_ev": 4.2, "orbital_gap_ev": 6.81, "total_energy_ha": -327.6262, "homo_energy_ev": -2.57, "charge": -1, "elements": ["C", "O", "C", "C", "C", "C", "N", "H", "H", "H", "H", "H", "H", "H", "H", "H", "H", "H", "H"], "positions_angstrom": [[1.46, 1.09, -1.31], [2.45, 0.93, -0.55], [-0.82, 0.00, -0.78], [-0.65, -0.69, 0.58], [0.61, -1.54, 0.64], [-0.69, 0.36, 1.69], [-1.85, 0.86, -0.86], [1.13, 2.14, -1.51], [1.36, 0.47, -2.24], [-0.63, -0.73, -1.57], [-1.54, -1.33, 0.68], [0.73, -2.09, -0.30], [0.56, -2.28, 1.43], [1.48, -0.92, 0.83], [0.15, 1.05, 1.54], [-1.63, 0.90, 1.61], [-0.48, -0.06, 2.67], [0.31, 0.71, -0.70], [-1.94, 1.13, -1.85]], "nbo_charge": [0.041, -0.780, 0.005, -0.246, -0.616, -0.618, -0.908, 0.093, 0.077, 0.133, 0.184, 0.194, 0.182, 0.239, 0.211, 0.234, 0.180, 0.096, 0.299]}

{"formula": "C5H17NO4", "method": "the ωB97M-V functional and the def2-TZVPD basis", "relative_energy_kj_mol": 66.5, "lumo_ev": 0.2, "orbital_gap_ev": 9.68, "total_energy_ha": -556.4089, "homo_energy_ev": -9.44, "smiles": "CCCCC(N)=O.O.O.O", "elements": ["C", "C", "C", "C", "C", "N", "O", "H", "H", "H", "H", "H", "H", "H", "H", "H", "H", "H", "O", "H", "H", "O", "H", "H", "O", "H", "H"], "positions_angstrom": [[-0.13, 1.59, -0.54], [-0.47, 0.34, 0.34], [-1.75, -0.35, -0.14], [-1.96, -1.70, 0.56], [-1.55, -2.91, -0.24], [-0.60, -2.75, -1.22], [-1.98, -4.03, -0.03], [0.88, 1.51, -0.94], [-0.13, 2.44, 0.15], [-0.89, 1.83, -1.24], [0.45, -0.24, 0.50], [-0.64, 0.69, 1.36], [-2.51, 0.37, 0.13], [-1.67, -0.49, -1.21], [-1.28, -1.72, 1.38], [-2.88, -2.00, 1.07], [-0.17, -3.61, -1.54], [-0.06, -1.95, -1.50], [1.99, 1.44, -3.15], [1.99, 0.79, -3.87], [2.64, 1.03, -2.56], [3.02, 3.27, 0.20], [3.71, 2.86, 0.74], [2.60, 3.89, 0.80], [0.15, -0.14, 3.45], [1.01, 0.07, 3.07], [0.27, -0.23, 4.40]], "nbo_charge": [-0.617, -0.409, -0.402, -0.518, 0.687, -0.849, -0.621, 0.225, 0.199, 0.206, 0.185, 0.213, 0.219, 0.200, 0.242, 0.245, 0.396, 0.393, -0.925, 0.463, 0.464, -0.934, 0.464, 0.470, -0.944, 0.472, 0.475]}

{"formula": "C6H16N6S", "method": "the ωB97M-V functional and the def2-TZVPD basis", "relative_energy_kj_mol": 0.0, "lumo_ev": -8.0, "orbital_gap_ev": 5.86, "total_energy_ha": -964.3134, "homo_energy_ev": -13.90, "charge": 2, "elements": ["C", "C", "C", "C", "C", "C", "N", "N", "N", "N", "N", "N", "S", "H", "H", "H", "H", "H", "H", "H", "H", "H", "H", "H", "H", "H", "H", "H", "H"], "positions_angstrom": [[2.87, -0.58, 0.14], [2.72, 1.80, -0.11], [0.80, 0.08, 1.30], [0.34, 1.13, 0.26], [-6.28, 0.14, -0.30], [3.74, -1.68, -0.34], [1.65, -0.84, 0.61], [3.33, 0.64, -0.14], [1.22, 1.99, -0.28], [3.42, 2.87, -0.18], [-0.96, 1.09, 0.00], [2.99, -2.95, -0.49], [-4.57, 0.51, -0.11], [1.41, 0.69, 2.04], [-0.02, -0.43, 1.97], [-6.68, 0.44, -1.28], [-7.01, 0.58, 0.37], [-6.48, -1.01, -0.23], [4.68, -1.69, 0.35], [4.29, -1.55, -1.38], [2.85, -3.17, -1.48], [0.78, 2.71, -0.72], [4.46, 2.69, -0.22], [3.19, 3.79, -0.61], [-1.54, 0.50, 0.67], [-1.45, 1.72, -0.57], [-4.92, 1.88, 0.25], [1.36, -1.87, 0.68], [3.45, -3.69, 0.02]], "nbo_charge": [0.572, 0.676, -0.308, 0.582, -0.779, -0.333, -0.544, -0.543, -0.575, -0.699, -0.661, -0.862, -0.100, 0.257, 0.301, 0.234, 0.248, 0.248, 0.287, 0.285, 0.401, 0.438, 0.463, 0.456, 0.462, 0.443, 0.157, 0.489, 0.404]}

{"formula": "C4H14N2O", "method": "the ωB97M-V functional and the def2-TZVPD basis", "relative_energy_kj_mol": 191.8, "spin_multiplicity": 2, "lumo_ev": [4.1, 4.0], "orbital_gap_ev": [4.22, 7.49], "s_squared": 0.750, "total_energy_ha": -345.4288, "homo_energy_ev": [-0.09, -3.50], "charge": -1, "elements": ["C", "N", "C", "H", "H", "H", "H", "H", "H", "H", "H", "C", "N", "C", "O", "H", "H", "H", "H", "H", "H"], "positions_angstrom": [[-0.24, -2.43, -0.22], [1.14, -2.20, -0.74], [1.48, -0.76, -0.93], [-0.47, -3.48, -0.41], [-0.23, -2.15, 0.83], [-0.91, -1.77, -0.76], [1.31, -2.77, -1.62], [1.82, -2.61, -0.07], [1.15, -0.47, -1.92], [2.56, -0.64, -0.83], [0.91, -0.18, -0.13], [-0.62, 2.78, -0.16], [-1.12, 2.44, 1.16], [-1.18, 0.97, 1.34], [-0.02, 0.32, 1.16], [0.30, 2.26, -0.43], [-0.41, 3.86, -0.21], [-1.41, 2.59, -0.88], [-0.47, 2.78, 1.87], [-1.98, 0.64, 0.62], [-1.61, 0.81, 2.34]], "mulliken_spin": [1.228, 1.395, 1.181, -0.890, 0.017, 0.117, -0.909, -0.541, -0.073, -0.222, -0.182, -0.009, 0.004, -0.012, -0.116, 0.009, 0.001, -0.002, 0.000, 0.004, 0.001]}

{"formula": "C11H23N3O3S", "method": "the ωB97M-V functional and the def2-TZVPD basis", "relative_energy_kj_mol": 0.0, "lumo_ev": 0.5, "orbital_gap_ev": 9.23, "total_energy_ha": -1221.1626, "homo_energy_ev": -8.71, "smiles": "CSCC[C@H](NC(=O)[C@@H](N)CCCCN)C(=O)O", "elements": ["C", "S", "C", "C", "C", "N", "C", "O", "C", "N", "C", "C", "C", "C", "N", "C", "O", "O", "H", "H", "H", "H", "H", "H", "H", "H", "H", "H", "H", "H", "H", "H", "H", "H", "H", "H", "H", "H", "H", "H", "H"], "positions_angstrom": [[-3.22, -1.48, -0.85], [-1.65, -0.64, -0.59], [-1.04, -0.66, -2.30], [0.42, -0.25, -2.46], [0.76, 1.20, -2.06], [0.70, 1.43, -0.63], [1.66, 0.96, 0.20], [2.64, 0.35, -0.22], [1.43, 1.23, 1.69], [0.08, 1.75, 1.91], [1.87, 0.01, 2.51], [1.13, -1.30, 2.24], [-0.23, -1.49, 2.91], [-0.77, -2.89, 2.76], [0.08, -3.86, 3.46], [-0.08, 2.20, -2.84], [-0.42, 2.03, -3.99], [-0.38, 3.31, -2.15], [-3.74, -1.55, 0.10], [-3.06, -2.49, -1.22], [-3.87, -0.92, -1.54], [-1.68, -0.03, -2.93], [-1.14, -1.68, -2.68], [1.04, -0.88, -1.89], [0.67, -0.37, -3.51], [1.81, 1.38, -2.36], [-0.04, 1.96, -0.20], [2.10, 2.05, 1.95], [-0.61, 1.02, 1.84], [0.02, 2.14, 2.86], [1.80, 0.26, 3.57], [2.95, -0.15, 2.27], [1.04, -1.44, 1.15], [1.73, -2.12, 2.58], [-0.16, -1.22, 3.98], [-0.95, -0.81, 2.49], [-0.79, -3.15, 1.67], [-1.85, -2.92, 3.09], [0.03, -3.71, 4.46], [-0.22, -4.84, 3.26], [-0.91, 3.86, -2.77]], "nbo_charge": [-0.747, 0.162, -0.522, -0.404, -0.158, -0.629, 0.678, -0.650, -0.141, -0.848, -0.401, -0.422, -0.401, -0.211, -0.847, 0.791, -0.597, -0.675, 0.231, 0.214, 0.216, 0.216, 0.217, 0.234, 0.232, 0.256, 0.443, 0.216, 0.364, 0.369, 0.195, 0.236, 0.208, 0.230, 0.188, 0.191, 0.192, 0.160, 0.352, 0.362, 0.501]}

{"formula": "C2H5FIN", "method": "the ωB97M-V functional and the def2-TZVPD basis", "relative_energy_kj_mol": 328.4, "lumo_ev": -1.0, "orbital_gap_ev": 8.54, "total_energy_ha": -531.3820, "homo_energy_ev": -9.56, "smiles": "CCN(F)I", "elements": ["C", "C", "N", "F", "I", "H", "H", "H", "H", "H"], "positions_angstrom": [[0.65, -0.85, 0.71], [-0.43, -0.13, -0.22], [-0.30, 1.25, -0.07], [0.89, 1.77, -0.53], [-1.81, 2.12, -1.51], [1.04, -0.26, 1.50], [0.25, -1.79, 1.16], [1.38, -1.16, 0.00], [-0.27, -0.34, -1.26], [-1.39, -0.62, 0.24]], "nbo_charge": [-0.614, -0.306, -0.067, -0.246, 0.141, 0.226, 0.211, 0.214, 0.189, 0.252]}

Copy entry 3 word for word.
{"formula": "C6H16N6S", "method": "the ωB97M-V functional and the def2-TZVPD basis", "relative_energy_kj_mol": 0.0, "lumo_ev": -8.0, "orbital_gap_ev": 5.86, "total_energy_ha": -964.3134, "homo_energy_ev": -13.90, "charge": 2, "elements": ["C", "C", "C", "C", "C", "C", "N", "N", "N", "N", "N", "N", "S", "H", "H", "H", "H", "H", "H", "H", "H", "H", "H", "H", "H", "H", "H", "H", "H"], "positions_angstrom": [[2.87, -0.58, 0.14], [2.72, 1.80, -0.11], [0.80, 0.08, 1.30], [0.34, 1.13, 0.26], [-6.28, 0.14, -0.30], [3.74, -1.68, -0.34], [1.65, -0.84, 0.61], [3.33, 0.64, -0.14], [1.22, 1.99, -0.28], [3.42, 2.87, -0.18], [-0.96, 1.09, 0.00], [2.99, -2.95, -0.49], [-4.57, 0.51, -0.11], [1.41, 0.69, 2.04], [-0.02, -0.43, 1.97], [-6.68, 0.44, -1.28], [-7.01, 0.58, 0.37], [-6.48, -1.01, -0.23], [4.68, -1.69, 0.35], [4.29, -1.55, -1.38], [2.85, -3.17, -1.48], [0.78, 2.71, -0.72], [4.46, 2.69, -0.22], [3.19, 3.79, -0.61], [-1.54, 0.50, 0.67], [-1.45, 1.72, -0.57], [-4.92, 1.88, 0.25], [1.36, -1.87, 0.68], [3.45, -3.69, 0.02]], "nbo_charge": [0.572, 0.676, -0.308, 0.582, -0.779, -0.333, -0.544, -0.543, -0.575, -0.699, -0.661, -0.862, -0.100, 0.257, 0.301, 0.234, 0.248, 0.248, 0.287, 0.285, 0.401, 0.438, 0.463, 0.456, 0.462, 0.443, 0.157, 0.489, 0.404]}